Here is a molecular structure, C28H42F3O24V2 at a distorted geometry from the Open Molecules 2025 dataset. Energies are from ωB97M-V/def2-TZVPD.

Each line ends with the Mulliken charge.
Positions of all 99 atoms, in Å:
C (-0.584, 0.397, 4.913)  -1.234
H (0.778, 0.785, 2.717)  -0.203
C (-0.081, -1.961, -0.664)  1.342
H (0.222, 2.608, -5.925)  0.037
C (1.023, 4.474, -6.709)  -1.501
C (2.730, 1.459, -6.665)  0.701
H (-5.630, 1.505, -1.733)  0.430
C (-3.075, 1.248, -4.086)  0.614
O (-1.274, -4.810, 1.056)  -0.469
H (3.896, -4.058, 4.185)  0.395
H (-4.654, -0.636, -2.280)  0.448
C (3.563, 4.997, -0.864)  0.478
O (1.973, -2.526, -3.772)  -0.517
O (-3.781, -1.250, 0.982)  -0.033
H (0.916, -5.029, 4.099)  0.425
F (0.485, -2.021, 1.636)  -0.221
H (-2.635, 1.276, -1.213)  0.092
O (-3.384, 2.015, -3.021)  -0.436
O (1.208, -3.095, 5.938)  -0.401
H (3.816, -3.678, 5.881)  0.387
C (1.559, 0.839, 3.474)  0.456
H (1.449, 3.137, -0.009)  0.149
C (3.284, 2.752, -1.157)  0.570
C (-3.546, 1.238, -1.814)  0.886
C (-3.972, -2.391, 4.429)  -1.188
H (-2.990, -0.892, -1.984)  -0.386
O (-2.575, 1.644, -5.083)  -0.516
C (0.960, -3.959, 3.864)  0.047
O (4.183, 3.796, -0.804)  -0.427
C (0.993, 2.194, -7.991)  -0.445
H (-2.782, -0.611, 2.709)  -0.114
C (-3.785, -0.856, 2.366)  -0.118
H (1.386, 0.099, 5.570)  0.162
O (2.162, 2.485, -5.999)  -0.363
H (1.567, 4.790, -5.812)  0.323
H (2.307, 0.051, 3.415)  0.170
H (3.305, 1.919, 0.848)  0.264
H (3.409, 2.407, -2.183)  0.317
H (-0.875, 0.260, -2.412)  -1.083
C (0.945, 2.967, -6.659)  0.853
H (1.111, -3.805, 2.802)  -0.271
O (-0.268, -3.404, 4.321)  -0.199
C (1.066, 0.306, -3.374)  -1.934
H (-4.925, 1.523, -0.103)  0.267
H (2.757, 0.772, -0.369)  0.107
O (2.211, 4.827, -0.877)  -0.410
C (1.759, 2.865, 4.541)  0.495
H (1.191, 3.152, -1.709)  0.151
O (2.077, 1.277, -7.825)  -0.367
O (0.567, -3.189, -0.729)  -0.871
C (-3.677, -0.176, -2.445)  0.181
H (0.469, 0.705, -1.330)  0.059
O (4.096, 6.055, -0.834)  -0.505
O (-3.994, -3.122, 2.138)  -0.366
H (-1.135, -2.117, -0.913)  -0.031
C (-0.107, -3.052, 5.636)  0.584
O (1.163, -5.576, 1.077)  -0.572
H (0.589, 0.094, -4.330)  0.486
C (0.177, 0.093, -2.180)  1.915
C (-4.770, 1.819, -1.135)  -1.485
H (-5.534, -2.048, 2.951)  0.371
H (-2.900, -2.251, 4.515)  0.050
O (-0.987, -2.752, 6.351)  -0.491
H (0.068, 1.633, -8.115)  0.283
H (-0.942, 0.520, 5.931)  0.461
C (3.442, 1.599, -0.184)  -1.132
C (-3.740, -2.596, 0.929)  0.597
O (-3.567, -3.246, -0.064)  -0.591
H (-4.722, 2.894, -1.301)  0.388
H (2.059, -0.120, -3.279)  0.491
H (1.736, 4.814, -7.465)  0.390
F (-1.019, -0.649, 1.020)  -0.221
O (0.387, -1.331, -1.863)  -0.228
H (-4.482, -1.721, 5.129)  0.424
C (-4.445, -2.053, 3.029)  0.264
H (2.960, -5.137, 5.187)  0.357
H (1.321, 1.367, -3.517)  0.182
H (-4.417, 0.019, 2.515)  0.410
C (0.894, 0.768, 4.853)  0.552
C (1.994, -3.289, 4.748)  1.079
C (3.239, -4.091, 5.060)  -1.573
V (2.167, -2.725, -2.239)  1.217
H (-4.360, -3.369, 4.706)  0.417
H (1.192, 2.796, -8.873)  0.308
H (4.443, 1.190, -0.341)  0.417
O (3.234, -1.850, -1.571)  -0.507
H (-1.167, 1.039, 4.247)  0.344
H (2.320, -2.320, 4.348)  -0.281
C (1.917, 3.457, -0.949)  0.001
O (1.089, 2.074, 5.415)  -0.428
H (-0.660, -0.650, 4.612)  0.012
O (3.644, 0.820, -6.281)  -0.540
H (0.075, 4.998, -6.759)  0.372
V (-0.023, -5.054, 0.126)  1.389
O (2.178, 2.114, 3.476)  -0.368
F (1.092, -0.269, 0.582)  -0.011
O (1.948, 4.022, 4.654)  -0.497
O (-3.424, -0.030, -3.827)  -0.376
C (0.139, -1.189, 0.633)  0.346

- highest occupied orbital energy (eV) = -12.6
- total energy (hartree) = -5085.2649
- HOMO-LUMO gap (eV) = 5.8
- strongest force on any atom (eV/A) = 3.972
- total charge = +1

Here is a molecular structure, C14H21N2O5PdS from the Open Molecules 2025 dataset. Energies are from ωB97M-V/def2-TZVPD.

Each line ends with the Mulliken charge.
Positions of all 44 atoms, in Å:
H (2.402, 1.746, -0.468)  0.266
O (-3.093, -2.449, 1.253)  -0.728
H (1.707, 4.025, 0.611)  0.386
O (-2.411, -3.738, 3.217)  -0.718
H (-0.451, -3.086, -0.114)  0.317
C (1.086, 1.265, 5.129)  -1.658
O (2.398, 0.898, 1.411)  -0.084
C (0.314, 0.270, 4.309)  1.188
C (-1.049, -1.616, 2.687)  0.011
H (0.128, -4.131, -2.413)  0.434
N (-0.005, -2.618, -0.957)  0.099
C (1.462, 3.031, 1.015)  -0.666
O (0.143, 2.678, 0.654)  -0.168
H (0.528, -2.973, 3.260)  0.441
S (-2.003, -2.997, 2.035)  1.329
C (0.818, -0.968, -2.023)  -0.294
H (-2.563, -0.078, 2.510)  0.534
C (-1.553, -0.301, 2.834)  -0.562
H (2.060, 1.472, 4.675)  0.247
C (0.309, -3.098, -2.166)  -0.217
H (1.714, -1.338, 4.669)  0.334
H (1.272, 0.900, 6.143)  0.426
H (1.143, 0.048, -2.183)  0.379
C (0.853, -2.061, -2.900)  -1.097
C (2.517, 2.026, 0.589)  -0.390
H (0.423, 2.217, -1.361)  0.177
H (-1.205, 2.669, -0.845)  0.218
H (-1.240, 1.622, 3.771)  0.258
H (4.237, 0.014, 1.039)  0.316
C (3.161, -0.203, 0.980)  -0.795
H (0.054, 3.924, -1.002)  0.362
H (1.216, -2.088, -3.912)  0.368
H (1.471, 3.083, 2.105)  0.236
C (-0.842, 0.618, 3.657)  -0.423
H (2.917, -1.035, 1.637)  0.202
C (-0.147, 2.885, -0.706)  -0.679
O (-1.024, -3.745, 1.216)  -0.870
Pd (-0.419, -0.422, 1.029)  0.332
H (3.513, 2.488, 0.698)  0.343
C (0.155, -1.963, 3.368)  -0.728
H (2.903, -0.487, -0.046)  0.277
C (0.801, -1.049, 4.155)  -0.745
N (0.297, -1.324, -0.854)  -0.018
H (0.546, 2.210, 5.209)  0.361

- highest occupied orbital energy (eV) = -3.8
- relative energy (zero: lowest compared OMol25 entry of this formula, charge and spin) (kcal/mol) = 0.0
- total energy (hartree) = -1557.8773
- HOMO-LUMO gap (eV) = 6.6
- strongest force on any atom (eV/A) = 0.536
- total charge = -1

Here is a molecular structure, C36H35Cl3FNO3PSSiV from the Open Molecules 2025 dataset. Energies are from ωB97M-V/def2-TZVPD.

Each line ends with the Mulliken charge.
Positions of all 83 atoms, in Å:
V (0.062, -0.101, 0.423)  1.177
Cl (3.530, 0.379, 2.753)  -0.398
H (2.855, -2.036, 0.693)  -0.233
H (2.703, -4.451, -3.266)  0.429
H (2.502, -1.874, 3.761)  0.656
H (-2.966, -4.200, -0.985)  0.652
H (2.370, -4.159, 2.806)  0.619
C (-3.665, -1.455, 1.863)  -0.881
C (-2.452, -1.541, 2.548)  0.540
H (-1.181, -2.847, 3.690)  0.510
C (-1.997, -3.758, -1.239)  0.292
C (0.303, -5.103, 2.129)  -0.401
H (-3.805, 3.721, 0.525)  0.569
C (1.970, -3.317, 2.230)  0.567
C (1.612, -3.433, -1.743)  -1.148
C (-0.468, -0.254, 6.506)  -0.805
H (0.884, -5.515, 2.948)  0.269
C (-0.036, -3.322, 0.511)  -1.565
H (1.788, 2.058, 5.493)  0.461
Cl (3.801, 0.402, -0.475)  -0.406
H (0.920, -2.632, 4.002)  0.258
H (-3.061, 0.883, 4.492)  0.431
N (0.360, -2.068, -0.074)  2.313
C (-2.488, 1.259, 2.462)  -0.562
H (1.000, 0.912, 7.550)  0.374
C (3.109, -2.887, 1.315)  -1.516
C (-1.480, -5.268, 0.585)  -0.193
C (-2.734, 2.082, 1.364)  0.442
H (-1.846, -1.278, 5.233)  0.517
C (0.420, 1.026, 4.218)  -0.942
H (3.002, -2.430, -4.681)  0.370
C (-3.222, 1.504, 3.621)  -0.449
C (0.548, 0.686, 6.592)  -0.639
C (1.934, -1.167, -3.309)  -0.706
C (-3.037, -3.788, 3.215)  -1.163
H (-1.326, -5.592, -2.231)  0.311
C (-2.137, -2.733, 3.197)  0.042
Cl (2.380, 2.884, 1.118)  -0.424
H (-2.774, -4.702, 3.732)  0.409
C (1.268, -1.140, -2.114)  -0.427
H (1.491, -4.330, -1.151)  0.409
H (-1.087, -6.742, 2.093)  0.384
C (2.465, -2.376, -3.744)  -0.804
C (-1.043, -0.553, 5.278)  -0.244
C (0.712, -3.891, 1.574)  0.113
H (-3.086, -2.335, -2.391)  0.478
H (3.414, -3.700, 0.655)  0.365
O (-2.001, 0.352, -0.402)  -0.688
H (-5.487, -2.434, 1.318)  0.431
C (1.064, -2.231, -1.265)  1.045
F (0.738, 0.063, -1.702)  -0.132
C (-4.554, -2.519, 1.860)  -0.616
C (-2.302, -2.325, -1.628)  -1.263
H (3.970, -2.598, 1.922)  0.454
S (-1.846, 1.796, -0.136)  1.492
H (0.777, 1.528, 3.325)  0.377
P (-1.264, -0.150, 2.422)  2.817
C (-4.153, 2.529, 3.679)  -0.766
C (-0.786, -5.800, 1.648)  -1.387
H (-0.818, -0.762, 7.397)  0.418
Si (2.313, 0.753, 1.028)  0.381
H (2.038, -0.249, -3.871)  0.501
H (-2.664, -1.749, -0.787)  -0.002
O (-0.419, 1.962, 0.229)  -0.754
C (-4.249, -3.684, 2.551)  -0.821
C (-0.598, 0.080, 4.120)  0.246
O (-2.343, 2.688, -1.138)  -0.749
C (-1.131, -4.054, -0.009)  0.845
H (-2.337, -5.803, 0.186)  0.422
H (-3.914, -0.555, 1.316)  0.257
C (2.295, -3.499, -2.949)  -0.630
H (1.151, -1.379, 2.763)  -0.691
H (-1.442, -1.810, -2.055)  -0.028
H (-0.505, -4.125, -2.777)  0.225
C (-3.658, 3.115, 1.409)  -0.479
H (-5.094, 4.145, 2.621)  0.386
C (-4.371, 3.340, 2.575)  -0.655
H (-4.708, 2.696, 4.593)  0.417
C (-1.464, -4.532, -2.453)  -1.517
H (-2.166, -4.442, -3.287)  0.480
C (1.611, -2.240, 3.250)  -0.675
H (-4.946, -4.513, 2.556)  0.390
C (0.987, 1.331, 5.444)  -0.782

- highest occupied orbital energy (spin up / spin down) (eV) = -4.6 / -3.9
- 2S+1 = 2
- total energy (hartree) = -5127.0868
- HOMO-LUMO gap (spin up / spin down) (eV) = 7.0 / 6.4
- strongest force on any atom (eV/A) = 0.741
- total charge = -1

The highest total energy belongs to which entry? C14H21N2O5PdS